No. 1
{"formula": "C4H9IN", "method": "ωB97M-V/def2-TZVPD", "total_charge": 1, "orbital_gap_ev": 7.301, "homo_ev": -13.271, "symbols": ["C", "C", "C", "C", "N", "I", "H", "H", "H", "H", "H", "H", "H", "H", "H"], "coordinates": [[0.0382, 0.0812, -0.4454], [1.2590, -0.7495, 0.0336], [1.0814, -2.0822, 0.5222], [-1.7337, 1.7575, 0.1922], [-0.3759, 1.4178, -0.3125], [3.1063, 0.0913, -0.5505], [0.4056, -0.2905, -1.4798], [-0.7579, -0.6031, -0.1055], [-0.0067, -2.4013, 0.4577], [1.5060, -1.8605, 1.5202], [1.6793, -2.8773, 0.0401], [-2.3729, 2.0022, -0.6239], [-2.1231, 0.8244, 0.6061], [-1.9085, 2.5274, 0.8300], [0.2030, 2.1626, -0.6846]]}



No. 2
{"formula": "C2H2NO3", "method": "ωB97M-V/def2-TZVPD", "total_charge": -1, "orbital_gap_ev": 9.561, "homo_ev": -5.386, "symbols": ["C", "C", "N", "O", "O", "O", "H", "H"], "coordinates": [[-1.3337, -0.1370, -0.0035], [-0.0015, 0.6883, -0.0173], [1.1532, -0.0619, 0.0003], [-2.3343, 0.5761, 0.0308], [-1.1703, -1.3556, -0.0183], [2.8139, -0.4364, 0.0248], [0.0403, 1.7663, -0.0149], [0.8326, -1.0398, -0.0018]]}



No. 3
{"formula": "C16H18F5NO15P2S2", "method": "ωB97M-V/def2-TZVPD", "orbital_gap_ev": 7.801, "homo_ev": -8.199, "symbols": ["S", "C", "N", "P", "P", "S", "H", "H", "H", "C", "C", "O", "C", "O", "O", "F", "H", "H", "H", "C", "C", "O", "C", "O", "O", "F", "H", "H", "H", "C", "C", "O", "C", "O", "O", "F", "H", "H", "H", "C", "C", "O", "C", "O", "O", "F", "H", "H", "H", "C", "C", "O", "C", "O", "O", "F", "H", "H", "H"], "coordinates": [[3.5341, -1.8664, 3.3482], [2.9381, -0.3967, 3.5958], [2.3828, 0.6754, 3.6305], [0.8883, 0.7246, 2.6731], [-0.3294, -0.9409, 3.4260], [-1.9792, -0.4073, 4.3114], [0.2030, 1.8943, 3.0719], [0.5049, -1.6173, 4.3551], [-0.5588, -1.8025, 2.3213], [-4.9125, -0.6578, 0.9292], [-4.9182, -0.0168, -0.4303], [-4.3687, 1.2635, -0.1716], [-3.5385, 1.1181, 0.9022], [-2.7186, 1.9111, 1.2271], [-3.7692, -0.0551, 1.5393], [-6.1863, 0.1361, -0.9128], [-5.8055, -0.4097, 1.5079], [-4.8081, -1.7366, 0.8837], [-4.3095, -0.5298, -1.1750], [-5.3405, 2.5982, -4.8089], [-6.2293, 1.3882, -4.9331], [-5.3235, 0.3196, -4.7167], [-4.3367, 0.8003, -3.9096], [-3.5646, 0.1242, -3.3171], [-4.3628, 2.1533, -3.8648], [-6.7576, 1.2774, -6.1779], [-4.8511, 2.8447, -5.7527], [-5.8672, 3.4758, -4.4417], [-7.0317, 1.3384, -4.1946], [6.4705, -0.2564, 1.7541], [7.1147, 0.7944, 2.6172], [8.4868, 0.6857, 2.2648], [8.5237, 0.2430, 0.9789], [9.4773, 0.2919, 0.2754], [7.3177, -0.2496, 0.5987], [6.9707, 0.5118, 3.9385], [6.4919, -1.2431, 2.2191], [5.4445, -0.0137, 1.4877], [6.7689, 1.8099, 2.4215], [6.8593, 3.6376, -2.2529], [8.2741, 3.6961, -1.7371], [8.0941, 4.1550, -0.4065], [6.8671, 3.7287, -0.0074], [6.5013, 3.6985, 1.1211], [6.1228, 3.3269, -1.0652], [9.0199, 4.5982, -2.4210], [6.5269, 4.5994, -2.6468], [6.7163, 2.8733, -3.0128], [8.7922, 2.7349, -1.7220], [-5.9203, -6.0684, 1.1803], [-5.9395, -5.4293, -0.1842], [-5.3858, -4.1485, 0.0711], [-4.5483, -4.2877, 1.1384], [-3.7320, -3.4894, 1.4567], [-4.7712, -5.4595, 1.7791], [-7.2021, -5.2817, -0.6528], [-6.8095, -5.8188, 1.7613], [-5.8136, -7.1497, 1.1406], [-5.3343, -5.9429, -0.9335]]}



No. 4
{"formula": "C16H13N2O6Sn", "method": "ωB97M-V/def2-TZVPD", "total_charge": 3, "orbital_gap_ev": [7.279, 4.699], "homo_ev": [-18.767, -17.895], "symbols": ["O", "C", "Sn", "O", "C", "C", "O", "C", "O", "C", "O", "H", "C", "N", "N", "C", "O", "C", "C", "C", "C", "C", "C", "C", "C", "C", "H", "H", "H", "H", "H", "H", "H", "H", "H", "H", "H", "H"], "coordinates": [[0.3379, 0.0054, -7.1243], [-0.0453, 0.1005, -6.0639], [-0.3684, 0.0884, -3.5882], [2.7833, -0.0478, -4.8594], [1.8102, 0.0282, -4.2460], [-3.0012, 0.0741, -2.4332], [-3.9077, -0.0803, -1.7424], [-0.5244, -2.5069, -3.2839], [-0.7151, -3.6231, -3.0260], [-0.5961, 2.5780, -3.4281], [-0.7293, 3.6834, -3.1845], [-2.0548, -0.3647, -4.0346], [1.4965, 0.2935, 3.3295], [1.4451, 0.4792, 1.8879], [0.4513, -0.0156, 1.1128], [0.7478, 0.2432, -0.2217], [-0.0822, -0.0102, -1.1662], [2.0295, 0.8719, -0.2004], [2.4199, 0.9927, 1.1286], [3.6424, 1.5859, 1.7155], [-0.7733, -0.5218, 1.6520], [-1.4381, 0.1691, 2.6718], [-2.6555, -0.3249, 3.1364], [-3.2357, -1.4518, 2.5439], [-2.5967, -2.1114, 1.5005], [-1.3509, -1.6566, 1.0451], [2.4584, -0.1399, 3.5845], [0.6908, -0.3456, 3.6780], [1.4626, 1.2631, 3.8319], [2.5333, 1.2078, -1.0780], [3.4235, 2.4271, 2.3841], [4.2192, 0.8446, 2.2789], [4.2996, 1.9792, 0.9337], [-0.9738, 1.0617, 3.1269], [-3.1487, 0.1744, 3.9687], [-4.1990, -1.8058, 2.8947], [-3.0409, -2.9940, 1.0404], [-0.8143, -2.1515, 0.2350]]}



| no. | F_max (eV Å⁻¹) |
| --- | --- |
| 1 | 4.32 |
| 2 | 5.83 |
| 3 | 2.02 |
| 4 | 7.63 |